# 1
ORCA calculation (ωB97M-V/def2-TZVPD) on a gas-phase ion, C10H13N2O (charge +1) in a non-equilibrium geometry.

Geometry as XYZ:
```
26
Properties=species:S:1:pos:R:3:forces:R:3
C -1.0924 3.5278 0.3586 -0.95 0.26 1.08
C -1.9015 2.6939 -0.4131 -0.48 -0.64 -1.23
C 0.0743 3.0186 0.9196 0.09 -1.43 -0.86
C -1.4630 1.4077 -0.7226 -1.00 0.31 -0.17
C 0.5555 1.7313 0.5993 -2.57 1.61 -0.54
C -0.2508 0.9812 -0.2092 -0.40 -1.33 -1.21
C 2.2581 -1.3561 -1.2816 -1.41 -2.41 1.03
C 2.0455 -2.5552 -0.2908 2.42 -0.23 0.41
C 0.1232 -0.3997 -0.6544 0.00 -2.02 -0.16
C 0.1047 -1.4300 0.5149 0.59 -0.89 1.40
N 1.3623 -0.4952 -1.3905 0.57 2.02 -0.68
N -1.3495 -2.0074 0.7393 0.50 0.21 0.01
O 0.7281 -2.6962 0.2753 0.01 1.20 -1.50
H -1.4669 4.5078 0.7428 0.44 -0.85 -0.74
H -2.8636 2.9100 -0.9117 0.60 0.74 0.80
H 0.5833 3.5737 1.6363 0.92 1.11 0.95
H -2.1178 0.7326 -1.3706 1.09 1.05 0.92
H 1.3980 1.2256 0.9205 1.97 -0.10 1.06
H 3.2099 -1.3279 -1.8412 -0.57 0.12 0.20
H 2.3963 -3.6440 -0.7125 -0.84 2.96 1.29
H 2.6950 -2.1063 0.5686 -0.45 -1.68 -1.01
H -0.6473 -0.6480 -1.4170 0.32 -0.37 0.53
H 0.6109 -1.0304 1.4985 -1.60 -0.36 -1.59
H -2.0295 -1.4850 1.3064 0.07 0.94 -1.05
H -1.2930 -2.8147 1.3598 0.68 -0.70 -0.48
H -1.6698 -2.3141 -0.2246 0.03 0.49 1.56
```
Positions in Å, forces in eV/Å.

Total energy ... -573.269232 Ha
Frontier orbital gap ... 9.1 eV
ΔE to the lowest compared entry with this formula, charge and spin ... 88.70 kcal per mole
E_LUMO ... -0.1282 Ha
SMILES ... [NH3+][C@H]1OCC=N[C@@H]1c1ccccc1
Net charge ... +1

Atomic partial charges in e from the natural (NBO) method, atoms 1 to 8: atom 1 (C): -0.197, atom 2 (C): -0.191, atom 3 (C): -0.167, atom 4 (C): -0.210, atom 5 (C): -0.206, atom 6 (C): -0.061, atom 7 (C): 0.131, atom 8 (C): -0.170

***

# 2
ORCA calculation (ωB97M-V/def2-TZVPD) on a gas-phase ion, C10H13N2OS2 (charge +1) in a non-equilibrium geometry.

Geometry as XYZ:
```
28
Properties=species:S:1:pos:R:3:forces:R:3
C 3.7183 1.2651 -0.0531 0.00 2.93 0.81
C 2.7730 1.6844 -1.0164 1.13 -0.35 0.40
C 3.3813 0.3203 0.9057 -0.01 -2.26 -1.02
C 1.6092 0.9404 -1.0923 -0.27 1.80 -3.93
C 2.1245 -0.2842 0.7859 1.37 1.01 0.86
C -0.0003 -0.5672 -0.1047 -5.14 1.96 -0.49
C -1.2768 0.3061 -0.0953 6.08 -1.12 0.56
C 0.0967 -2.0452 0.0737 -1.73 0.78 0.77
C -2.5138 2.6160 0.8841 -0.18 -0.46 0.41
C -2.7517 -1.7493 -1.1663 -2.14 0.84 0.81
N 1.2869 0.0310 -0.2130 -0.60 -0.49 2.00
N -0.8501 -2.6609 0.8298 0.98 2.34 0.18
O 1.0105 -2.6507 -0.3689 2.52 -1.26 -1.25
S -0.9263 2.0519 0.2219 -0.34 -0.84 -0.31
S -2.8791 -0.1373 -0.2954 -1.10 -0.89 -0.31
H 4.5705 1.9789 0.1786 -0.61 -1.47 -0.79
H 3.0232 2.5331 -1.7002 -0.54 -1.11 0.57
H 4.1532 -0.2038 1.5113 -0.84 1.07 0.14
H 0.9517 1.0400 -2.0114 0.53 -0.03 1.60
H 1.6848 -0.8635 1.5733 0.19 -0.57 0.06
H -2.7887 3.5932 0.5052 0.11 0.00 -0.31
H -2.4072 2.6894 1.9750 -0.21 -0.20 -0.35
H -3.2629 1.8576 0.5905 0.16 0.94 0.43
H -2.7764 -1.5597 -2.2069 -0.38 0.09 -1.03
H -3.5584 -2.4318 -0.7939 0.87 0.64 -0.42
H -1.8036 -2.0083 -0.8753 1.43 -1.46 0.00
H -1.5941 -2.1430 1.1776 -1.31 1.00 0.83
H -0.9945 -3.6026 0.7804 0.05 -2.91 -0.24
```
Positions in Å, forces in eV/Å.

Total energy ... -1369.661042 Ha
Frontier orbital gap (spin up / spin down) ... 7.6 / 7.6 eV
ΔE to the lowest compared entry with this formula, charge and spin ... 20.63 kcal per mole
E_LUMO (spin up / spin down) ... -0.1571 / -0.1570 Ha
SMILES ... CSC(SC)=C(C(N)=O)[n+]1ccccc1
Net charge ... +1

Atomic partial charges in e from the natural (NBO) method, atoms 1 to 8: atom 1 (C): -0.105, atom 2 (C): -0.228, atom 3 (C): -0.230, atom 4 (C): 0.091, atom 5 (C): 0.128, atom 6 (C): -0.122, atom 7 (C): -0.296, atom 8 (C): 0.605

***

# 3
ORCA calculation (ωB97M-V/def2-TZVPD) on C10H13N3O in the gas phase in a non-equilibrium geometry.

Geometry as XYZ:
```
27
Properties=species:S:1:pos:R:3:forces:R:3
C 0.7675 -0.1849 0.8897 -1.40 0.25 0.35
C -1.5513 -1.1012 0.7672 -0.03 0.16 0.08
C -1.9142 -0.9167 -0.4951 -0.01 0.44 0.23
C -0.7709 0.1190 1.1956 0.32 -0.16 -0.36
C 1.9859 -1.1541 -0.8045 0.58 -0.55 -0.18
C -0.9103 0.5407 2.6441 0.09 0.40 -0.12
C -1.2941 0.4033 -0.9412 0.08 -0.84 -0.78
C 2.9378 -1.6623 0.2036 0.15 0.14 -0.03
C -0.3812 1.9156 2.9065 -0.09 0.05 0.29
C -1.9857 1.1794 -2.0434 0.21 -0.12 0.27
N -1.1054 1.1569 0.2505 0.74 -0.21 0.77
N 0.9286 -0.4392 -0.4270 -0.24 0.32 0.82
N 0.0862 0.0492 -1.4113 -0.28 0.79 -1.15
O -1.4075 -0.1746 3.4762 -0.01 -0.17 -0.04
H -1.7215 -1.9354 1.4193 -0.03 -0.24 0.08
H -2.4370 -1.5788 -1.1591 -0.15 -0.23 -0.11
H 2.0721 -1.4110 -1.8459 -0.05 0.12 -0.20
H 3.8973 -1.8797 -0.2583 0.06 -0.05 -0.07
H 3.0476 -0.9090 0.9867 0.07 -0.09 0.01
H 2.5771 -2.5702 0.6934 -0.05 0.00 0.03
H 0.7047 1.8765 2.8297 0.10 0.04 -0.03
H -0.6734 2.2599 3.8953 0.02 -0.03 0.01
H -0.7453 2.5804 2.1267 0.05 0.12 0.05
H -2.2254 0.5290 -2.8796 -0.06 -0.06 -0.16
H -1.3370 1.9828 -2.3772 0.05 0.11 -0.06
H -2.9012 1.6084 -1.6471 -0.11 -0.03 0.00
H 0.0988 -0.5247 -2.2513 -0.01 -0.15 0.30
```
Positions in Å, forces in eV/Å.

Total energy ... -628.122875 Ha
Frontier orbital gap (spin up / spin down) ... 7.8 / 7.1 eV
ΔE to the lowest compared entry with this formula, charge and spin ... 107.75 kcal per mole
E_LUMO (spin up / spin down) ... -0.0150 / -0.0234 Ha

Atomic partial charges in e from the natural (NBO) method, atoms 1 to 8: atom 1 (C): 0.074, atom 2 (C): -0.163, atom 3 (C): -0.245, atom 4 (C): -0.192, atom 5 (C): 0.086, atom 6 (C): 0.628, atom 7 (C): 0.163, atom 8 (C): -0.681

***

# 4
ORCA calculation (ωB97M-V/def2-TZVPD) on 2 unconnected molecules or ions with the total composition C10H13N4O in a non-equilibrium geometry.

Geometry as XYZ:
```
28
Properties=species:S:1:pos:R:3:forces:R:3
C -4.4126 1.2126 0.1803 -1.72 -0.58 -0.76
C -4.3550 -0.1334 0.5193 -0.54 1.26 0.10
C -3.2903 1.7703 -0.2824 0.43 3.59 0.15
C -3.1971 -0.8262 0.3876 1.70 -1.42 -0.63
C -2.1049 1.1666 -0.4109 3.25 -0.86 -0.42
C -2.0383 -0.1745 -0.0817 -1.56 -0.66 0.11
C -0.7922 -2.3659 -0.4391 1.22 2.10 -0.10
C 0.5778 -2.5481 -0.4607 0.20 -2.66 0.34
C 4.9802 0.2765 -0.3669 1.64 0.75 0.90
C 3.5815 0.4294 0.0449 -0.53 -2.91 -1.08
N 3.2170 1.3288 0.8093 -2.95 3.14 1.48
N -0.9088 -1.0048 -0.2158 2.23 -1.14 -0.24
N 1.2164 -1.4289 -0.1725 -0.86 1.07 -0.42
N 0.3180 -0.4995 -0.0708 -0.29 1.45 0.67
O 1.8429 1.6313 1.0668 2.83 0.79 0.47
H -5.3106 1.8222 -0.0137 0.12 -0.71 1.11
H -5.2046 -0.5297 0.9705 -1.34 -1.18 0.35
H -3.2392 2.8526 -0.3778 -0.44 -0.07 -0.60
H -3.1188 -1.9399 0.4957 -0.41 1.32 0.46
H -1.2532 1.7888 -0.7701 -0.53 -0.98 0.37
H -1.6355 -2.9610 -0.6351 -0.57 -0.72 -0.18
H 1.2202 -3.4321 -0.5352 -0.91 0.10 -0.23
H 5.6975 -0.1427 0.4345 -1.42 0.43 -1.08
H 5.0392 -0.3435 -1.2588 0.17 0.22 0.02
H 5.3217 1.3353 -0.5276 0.18 -1.09 -0.33
H 2.7267 -0.2515 -0.2540 1.17 0.27 0.00
H 1.3441 0.8515 0.8231 -0.99 -1.17 -0.57
H 3.7782 2.1157 1.1408 -0.05 -0.34 0.12
```
Positions in Å, forces in eV/Å.

Total energy ... -682.753205 Ha
Frontier orbital gap ... 8.4 eV
ΔE to the lowest compared entry with this formula, charge and spin ... 73.14 kcal per mole
E_LUMO ... -0.1372 Ha
Net charge ... +1

Atomic partial charges in e from the natural (NBO) method, atoms 1 to 8: atom 1 (C): -0.187, atom 2 (C): -0.183, atom 3 (C): -0.187, atom 4 (C): -0.210, atom 5 (C): -0.216, atom 6 (C): 0.115, atom 7 (C): -0.053, atom 8 (C): -0.080

***

Among the records above, which one has the lowest total energy?
C10H13N2OS2